1.
DFT (wB97M-V/def2-TZVPD) results for one molecule with the formula C5H7NO.

Properties
- SMILES string: C/C=C(\C#N)CO
- HOMO: -0.37166 Ha
- Relative energy (zero: lowest compared OMol25 entry of this formula, charge and spin): 147.3 kJ/mol
- Total energy: -324.66835 Eh
- Frontier orbital gap: 0.38235 Eh

```
14
Properties=species:S:1:pos:R:3:nbo_charge:R:1
C -0.187 1.826 -0.849 -0.6649
C -0.637 0.498 -0.332 -0.0981
C -0.038 -0.234 0.621 -0.1744
C -0.237 -1.731 0.604 -0.0771
O 0.581 -2.150 -0.474 -0.6922
C 1.076 0.272 1.376 0.2544
N 1.947 0.667 2.031 -0.2966
H -0.773 2.643 -0.422 0.2373
H -0.311 1.864 -1.938 0.2287
H 0.869 1.996 -0.622 0.2333
H -1.509 0.045 -0.806 0.2074
H 0.452 -1.436 -1.118 0.4661
H 0.105 -2.236 1.510 0.2026
H -1.292 -1.989 0.429 0.1736
```

=====

2.
DFT (wB97M-V/def2-TZVPD) results for one molecule with the formula C18H16BrN3O2S.

Properties
- SMILES string: O=C(c1ccc(Br)cc1)N1CCC[C@H](c2nc(-c3cccs3)no2)C1
- HOMO: -0.32029 Ha
- Total energy: -3982.47347 Eh
- Frontier orbital gap: 0.33522 Eh

```
41
Properties=species:S:1:pos:R:3:nbo_charge:R:1
O -1.145 2.062 -2.805 -0.6091
C -0.358 1.742 -1.934 0.6671
N 0.957 1.513 -2.194 -0.4386
C 1.869 0.862 -1.292 -0.2129
H 2.876 1.210 -1.531 0.2074
H 1.654 1.108 -0.253 0.2500
C 1.783 -0.675 -1.483 -0.2929
C 0.832 -1.226 -0.485 0.5511
N 0.886 -1.027 0.796 -0.5076
C -0.201 -1.712 1.265 0.2906
N -0.879 -2.296 0.307 -0.1546
O -0.210 -1.982 -0.838 -0.2781
C -0.535 -1.769 2.652 -0.2841
C -1.599 -2.401 3.241 -0.1949
C -1.608 -2.244 4.637 -0.2593
C -0.559 -1.502 5.087 -0.3968
S 0.466 -0.973 3.819 0.4932
H -0.332 -1.224 6.097 0.2377
H -2.362 -2.658 5.281 0.2276
H -2.330 -2.948 2.676 0.2362
H 2.767 -1.101 -1.262 0.2406
C 1.367 -0.994 -2.925 -0.4007
C 1.981 0.037 -3.870 -0.4151
C 1.376 1.420 -3.583 -0.2273
H 2.099 2.214 -3.797 0.1962
H 0.484 1.591 -4.190 0.2482
H 1.784 -0.238 -4.905 0.2258
H 3.064 0.054 -3.730 0.1961
H 1.685 -2.001 -3.193 0.2256
H 0.280 -0.954 -3.013 0.2192
C -0.817 1.598 -0.516 -0.1409
C -0.297 2.360 0.525 -0.1810
C -0.815 2.243 1.802 -0.2424
C -1.859 1.363 2.029 -0.0866
C -2.398 0.603 1.006 -0.1848
C -1.879 0.735 -0.268 -0.1805
H -2.301 0.163 -1.081 0.2349
H -3.213 -0.077 1.198 0.2280
Br -2.593 1.223 3.779 0.0599
H -0.417 2.834 2.612 0.2316
H 0.498 3.066 0.336 0.2210
```

=====

3.
DFT (wB97M-V/def2-TZVPD) results for a 4-piece molecular cluster, C4H16NO3 overall.

Properties
- Charge: +1
- HOMO: -0.54475 Ha
- Relative energy (zero: lowest compared OMol25 entry of this formula, charge and spin): 0.0 kJ/mol
- Total energy: -442.26460 Eh
- Frontier orbital gap: 0.43897 Eh

```
24
Properties=species:S:1:pos:R:3:nbo_charge:R:1
C 1.309 0.913 0.517 -0.2143
N -0.047 0.522 -0.024 -0.5233
C -0.878 0.248 1.190 -0.2399
C 0.100 0.123 2.374 -0.4209
C 1.484 0.039 1.733 -0.4264
H 2.026 0.876 -0.296 0.2341
H 1.203 1.950 0.829 0.2147
H -0.009 -0.289 -0.647 0.4625
H -0.464 1.307 -0.526 0.4702
H -1.415 -0.680 1.074 0.2464
H -1.570 1.068 1.334 0.2256
H 0.035 1.012 2.989 0.2253
H -0.141 -0.722 3.008 0.2421
H 1.853 -0.946 1.453 0.2210
H 2.233 0.506 2.362 0.2484
H -0.978 2.118 -2.988 0.4944
H 0.451 2.494 -2.794 0.4925
O -0.259 2.012 -2.350 -0.9722
H 0.043 -2.017 -2.955 0.4952
H 1.195 -2.113 -1.998 0.4878
O 0.438 -1.549 -2.208 -0.9678
H -2.498 -2.651 -0.056 0.4782
H -1.702 -2.267 -1.302 0.4740
O -2.408 -1.953 -0.720 -0.9474
```

=====

4.
DFT (wB97M-V/def2-TZVPD) results for one molecule with the formula C23H18FN3OS2.

Properties
- SMILES string: Cc1nc(-c2ccc([C@@H]3N(C)c4ccc(F)cc4C(=O)N3c3ccccc3)s2)cs1
- HOMO: -0.29239 Ha
- Relative energy (zero: lowest compared OMol25 entry of this formula, charge and spin): 143.0 kJ/mol
- Total energy: -2022.91489 Eh
- Frontier orbital gap: 0.30158 Eh

```
48
Properties=species:S:1:pos:R:3:nbo_charge:R:1
O 2.064 1.818 2.470 -0.5978
F 0.902 -1.271 6.295 -0.3300
N -3.738 0.097 -3.349 -0.4254
S -6.241 0.353 -2.367 0.3896
S -1.014 0.377 -1.526 0.4044
C 1.787 0.736 1.965 0.6674
C -4.957 0.611 -3.645 0.1120
C -5.054 -0.360 -1.367 -0.4519
C -2.487 -1.303 -0.146 -0.2345
C -1.129 -1.486 0.426 -0.2251
C -3.805 -0.397 -2.004 0.0921
C -2.527 -0.506 -1.235 -0.1947
C -0.206 -0.615 -0.250 -0.1859
C 3.150 3.914 -1.475 -0.2213
C 1.779 3.721 -1.354 -0.1918
C 4.079 3.001 -0.964 -0.1896
C 1.026 -2.577 4.429 -0.2216
C 1.294 -0.267 4.173 -0.1667
C 1.319 2.691 -0.585 -0.2185
C 3.588 1.807 -0.348 -0.1985
C 1.185 -2.831 3.018 -0.2864
C 1.053 -1.361 4.940 0.3185
C 1.526 -0.407 2.810 -0.2229
C 2.210 1.716 -0.105 0.1541
C 1.569 -1.654 2.283 0.2914
N 1.872 0.580 0.601 -0.4700
N 1.664 -1.688 0.856 -0.4654
C -5.259 1.109 -4.998 -0.6744
C 2.255 -2.917 0.154 -0.3988
C 1.246 -0.568 -0.005 0.0969
H -5.200 -0.723 -0.323 0.2545
H -3.300 -1.860 0.248 0.2162
H -0.846 -2.179 1.167 0.2313
H 3.650 4.678 -1.940 0.2102
H 0.966 4.304 -1.811 0.2204
H 5.159 3.253 -0.906 0.2169
H 0.828 -3.480 5.121 0.2329
H 1.153 0.683 4.586 0.2463
H 0.257 2.489 -0.577 0.2214
H 4.295 1.160 0.121 0.2180
H 1.009 -3.849 2.661 0.2343
H -6.295 0.775 -5.219 0.2274
H -4.610 0.619 -5.784 0.2494
H -5.199 2.178 -5.055 0.2371
H 1.695 -3.322 -0.665 0.2026
H 3.215 -2.627 -0.246 0.1954
H 2.428 -3.730 0.925 0.2117
H 1.643 -0.693 -0.999 0.2190
```

=====

5.
DFT (wB97M-V/def2-TZVPD) results for an isolated ion of composition C4H11N2O and charge +1.

Properties
- SMILES string: N[C@@H](C=O)CC[NH3+]
- Charge: +1
- HOMO: -0.48792 Ha
- Relative energy (zero: lowest compared OMol25 entry of this formula, charge and spin): 153.5 kJ/mol
- Total energy: -343.50567 Eh
- Frontier orbital gap: 0.36239 Eh

```
18
Properties=species:S:1:pos:R:3:nbo_charge:R:1
O 0.792 0.539 -2.965 -0.4726
C 1.163 0.979 -1.922 0.4159
C 0.705 0.355 -0.573 -0.1592
C -0.796 0.540 -0.307 -0.4330
C -1.146 0.410 1.168 -0.2214
N -0.730 -0.929 1.694 -0.7061
N 1.139 -1.039 -0.456 -0.8552
H 1.896 1.810 -1.887 0.1353
H 1.298 0.950 0.135 0.1960
H -1.108 1.463 -0.786 0.2686
H -1.298 -0.276 -0.811 0.2221
H -0.672 1.159 1.805 0.2273
H -2.217 0.544 1.379 0.2380
H -1.439 -1.639 1.468 0.4380
H 0.156 -1.216 1.178 0.4774
H -0.566 -0.902 2.687 0.4419
H 0.694 -1.621 -1.171 0.3893
H 2.128 -1.127 -0.638 0.3978
```

=====

6.
DFT (wB97M-V/def2-TZVPD) results for a 3-piece molecular cluster, C35H53F6I2N2O5 overall.

Properties
- Charge: +1
- HOMO: -0.35589 Ha
- Relative energy (zero: lowest compared OMol25 entry of this formula, charge and spin): 0.0 kJ/mol
- Total energy: -3045.52452 Eh
- Frontier orbital gap: 0.20622 Eh

```
103
Properties=species:S:1:pos:R:3:lowdin_charge:R:1
C 0.385 3.870 3.536 -0.0800
C -0.205 2.503 3.196 -0.2299
C -0.928 1.880 4.373 -0.1621
O -1.034 0.445 4.268 -0.0246
C -1.657 -0.031 3.180 -0.2587
C -2.992 0.167 2.944 0.0685
N -3.522 -0.367 1.828 0.1659
C -2.861 -1.084 0.900 -0.1720
C -3.663 -1.489 -0.293 -0.1192
C -4.060 -0.306 -1.191 -0.1638
C -2.935 0.108 -2.133 -0.1906
C -1.983 1.094 -1.459 -0.1976
C -0.621 1.246 -2.153 -0.1698
C 0.559 1.220 -1.168 -0.2708
C 1.552 2.372 -1.295 -0.2017
C 2.539 2.406 -0.114 -0.1900
C 3.994 2.052 -0.465 -0.1845
C 4.659 1.083 0.522 -0.2079
C 4.732 -0.343 -0.007 -0.2066
C 5.389 -1.324 0.972 -0.1480
N 6.296 -2.261 0.352 -0.1385
C 5.932 -3.406 -0.300 -0.1070
C 7.062 -4.009 -0.777 -0.0980
C 8.156 -3.201 -0.394 -0.0991
C 7.655 -2.130 0.291 -0.0997
C -1.507 -1.319 1.120 -0.1999
C -0.725 -2.077 0.064 -0.6793
I 1.393 -1.751 0.152 1.2029
C -0.985 -3.613 0.047 -0.8258
C -1.966 -4.140 1.075 -0.1527
I -1.527 -4.239 -1.928 0.9405
C -0.934 -0.797 2.266 0.0738
H -0.364 4.656 3.465 0.0805
H 1.193 4.122 2.855 0.0698
H 0.786 3.892 4.548 0.0784
H 0.582 1.822 2.868 0.1103
H -0.886 2.621 2.350 0.1092
H -0.378 2.045 5.295 0.1333
H -1.925 2.306 4.510 0.1282
H -3.647 0.721 3.599 0.1580
H -4.505 -0.200 1.655 0.1812
H -3.094 -2.200 -0.885 0.0324
H -4.562 -1.998 0.058 0.1207
H -4.966 -0.572 -1.731 0.1209
H -4.323 0.555 -0.569 0.1125
H -3.355 0.563 -3.028 0.1242
H -2.383 -0.779 -2.451 0.0957
H -2.483 2.064 -1.417 0.1222
H -1.824 0.802 -0.416 0.0830
H -0.607 2.168 -2.732 0.1132
H -0.509 0.435 -2.873 0.1110
H 1.122 0.294 -1.312 -0.0082
H 0.190 1.181 -0.139 0.0780
H 2.120 2.209 -2.211 0.1119
H 1.029 3.320 -1.399 0.0981
H 2.198 1.700 0.647 0.0792
H 2.513 3.388 0.356 0.1060
H 4.026 1.603 -1.459 0.1062
H 4.594 2.958 -0.533 0.1087
H 5.665 1.414 0.781 0.1146
H 4.094 1.073 1.459 0.1086
H 5.303 -0.359 -0.935 0.1273
H 3.721 -0.686 -0.241 -0.0201
H 4.629 -1.906 1.496 0.1115
H 5.950 -0.781 1.731 0.1238
H 4.904 -3.713 -0.382 0.1093
H 7.098 -4.931 -1.330 0.0923
H 9.199 -3.378 -0.592 0.0932
H 8.175 -1.301 0.735 0.1158
H -0.988 -1.642 -0.896 0.0242
H -0.043 -4.123 0.204 0.0187
H -1.959 -5.227 1.048 0.0857
H -2.990 -3.817 0.900 0.0535
H -1.650 -3.836 2.074 0.0938
H 0.116 -0.944 2.474 0.0840
C 2.674 4.784 -6.910 -0.0583
C 2.416 6.163 -6.347 -0.1865
O 2.338 6.134 -4.901 0.0307
C 3.496 6.129 -4.263 -0.4090
O 4.594 6.148 -4.728 0.1789
C 3.244 6.140 -2.738 -0.5482
F 2.312 5.240 -2.394 0.1525
F 2.818 7.349 -2.360 0.1745
F 4.362 5.852 -2.087 0.1762
H 1.908 4.085 -6.573 0.0814
H 2.651 4.824 -7.998 0.0851
H 3.648 4.409 -6.602 0.0794
H 1.449 6.549 -6.659 0.1257
H 3.189 6.871 -6.641 0.1270
C -5.506 -3.574 2.713 -0.0692
C -6.687 -3.963 3.578 -0.1877
O -7.714 -4.584 2.786 0.0328
C -7.507 -5.860 2.480 -0.3946
O -6.564 -6.526 2.782 0.1772
C -8.707 -6.404 1.672 -0.5605
F -9.050 -5.545 0.708 0.1698
F -9.749 -6.569 2.489 0.1797
F -8.392 -7.565 1.124 0.1875
H -5.837 -2.934 1.891 0.0700
H -4.764 -3.040 3.311 0.0778
H -5.031 -4.457 2.287 0.0741
H -7.167 -3.093 4.020 0.1279
H -6.386 -4.639 4.376 0.1312
```